Below is a molecular structure, C28H28CrN7O2S2, with properties calculated with ωB97M-V/def2-TZVPD.

Last column: natural (NBO) charge in e.
Geometry (Å):
Cr1 -0.713 -0.165 -0.475  1.409
S1 -0.334 0.147 3.648  0.530
S2 1.965 -1.147 1.403  2.322
O1 2.681 -1.234 0.158  -0.944
O2 1.472 -2.351 2.012  -0.935
N1 0.656 -0.189 1.025  -0.981
N2 0.455 -0.147 -2.194  -0.540
N3 -1.554 -0.080 1.416  -0.586
N4 -1.112 -2.172 -0.647  -0.525
N5 -0.907 1.909 -0.524  -0.507
N6 -2.523 -0.036 -1.507  -0.447
N7 5.016 1.874 5.414  -0.759
C1 3.656 -0.017 4.836  -0.281
C2 2.234 -0.229 -4.312  -0.095
C3 -2.428 3.656 -1.064  -0.219
C4 -3.298 -1.234 -1.087  -0.260
C5 4.239 1.629 3.156  -0.261
C6 -0.345 -0.084 1.955  0.231
C7 -2.057 0.272 3.616  -0.414
C8 -2.534 0.138 2.363  -0.042
C9 -0.244 -3.179 -0.481  0.098
C10 -0.192 4.171 -0.379  -0.223
C11 2.937 -0.718 3.895  -0.144
C12 -2.363 0.028 -2.990  -0.215
C13 -2.129 2.317 -0.905  0.214
C14 0.048 -0.600 -3.398  0.243
C15 -1.988 -4.776 -0.774  -0.094
C16 3.522 0.924 2.223  -0.165
C17 -2.878 -3.729 -0.975  -0.231
C18 -1.395 -0.987 -3.580  -0.457
C19 4.322 1.171 4.488  0.233
C20 0.040 2.814 -0.258  0.082
C21 2.858 -0.250 2.584  -0.406
C22 -3.160 1.228 -1.055  -0.251
C23 1.715 0.295 -2.057  0.089
C24 2.633 0.272 -3.086  -0.221
C25 -0.652 -4.499 -0.532  -0.222
C26 0.924 -0.656 -4.467  -0.226
C27 -2.404 -2.435 -0.904  0.217
C28 -1.442 4.597 -0.798  -0.098
H1 -3.416 3.958 -1.384  0.248
H2 0.574 -1.025 -5.421  0.244
H3 -3.780 -1.008 -0.135  0.240
H4 0.993 2.422 0.073  0.221
H5 1.991 0.645 -1.076  0.229
H6 3.723 -0.388 5.850  0.230
H7 -3.615 1.054 -0.080  0.239
H8 0.596 4.874 -0.151  0.254
H9 -3.577 0.158 2.086  0.222
H10 -3.355 -0.091 -3.434  0.225
H11 0.071 -5.287 -0.382  0.259
H12 2.925 -0.275 -5.143  0.250
H13 0.787 -2.909 -0.303  0.242
H14 5.183 1.486 6.325  0.406
H15 3.498 1.270 1.196  0.218
H16 -1.583 -1.992 -3.196  0.241
H17 5.599 2.643 5.137  0.403
H18 -4.089 -1.450 -1.810  0.237
H19 -1.593 -1.042 -4.650  0.259
H20 4.764 2.531 2.870  0.224
H21 -1.652 5.652 -0.914  0.253
H22 -2.620 0.410 4.524  0.274
H23 -2.016 1.036 -3.227  0.223
H24 -3.955 1.527 -1.743  0.237
H25 2.442 -1.641 4.164  0.251
H26 3.639 0.627 -2.914  0.253
H27 -2.335 -5.799 -0.818  0.252
H28 -3.922 -3.915 -1.188  0.247

Summary:
DFT total energy = -94098.58256 eV
Charge = +2
Spin multiplicity = 4
⟨S²⟩ = 3.777
HOMO-LUMO gap (alpha / beta) = 7.303 / 6.641 eV

=====

Below is a molecular structure, C28H28F2MnN2P, with properties calculated with ωB97M-V/def2-TZVPD.

Last column: natural (NBO) charge in e.
Geometry (Å):
Mn1 0.309 0.084 -0.524  1.394
P1 -2.546 -1.571 -0.852  1.790
F1 2.170 0.941 -2.647  -0.359
F2 2.193 -0.879 -1.339  -0.405
N1 -1.151 -1.062 -0.431  -1.540
N2 0.687 0.103 1.736  -0.493
C1 -0.507 0.874 2.126  -0.255
C2 -2.521 -2.834 -2.163  -0.321
C3 -3.520 -3.796 -2.296  -0.210
C4 -0.725 2.047 1.197  -0.109
C5 -5.443 1.744 -2.197  -0.198
C6 -3.709 -0.298 -1.436  -0.428
C7 -0.659 2.965 -1.024  -0.267
C8 -0.406 1.906 -0.160  -0.228
C9 -1.457 -2.824 -3.057  -0.206
C10 -3.319 -3.992 2.313  -0.202
C11 -5.470 0.525 -2.860  -0.218
C12 -4.648 -3.733 2.630  -0.205
C13 -3.681 0.931 -0.780  -0.119
C14 -1.245 4.136 -0.557  -0.216
C15 -5.367 -2.808 1.890  -0.232
C16 -3.461 -4.726 -3.323  -0.220
C17 1.904 0.833 2.095  -0.420
C18 0.675 -1.222 2.355  -0.417
C19 -2.400 -4.704 -4.219  -0.202
C20 2.117 0.563 -1.337  0.206
C21 -4.605 -0.492 -2.483  -0.187
C22 -1.566 4.265 0.785  -0.224
C23 -1.398 -3.755 -4.084  -0.199
C24 -2.718 -3.326 1.259  -0.196
C25 -4.764 -2.141 0.831  -0.143
C26 -4.545 1.947 -1.158  -0.227
C27 -3.437 -2.396 0.508  -0.402
C28 -1.297 3.224 1.664  -0.212
H1 -4.342 -3.827 -1.590  0.221
H2 -5.118 -4.252 3.455  0.214
H3 2.778 0.281 1.748  0.204
H4 1.981 0.963 3.183  0.181
H5 -1.360 0.195 2.044  0.233
H6 -1.446 4.952 -1.241  0.212
H7 1.894 1.814 1.622  0.221
H8 -2.015 5.181 1.151  0.211
H9 0.673 -1.149 3.451  0.176
H10 -1.681 -3.521 1.008  0.228
H11 -4.239 -5.472 -3.418  0.215
H12 -6.160 0.367 -3.679  0.214
H13 -2.965 1.099 0.014  0.219
H14 -6.400 -2.599 2.136  0.215
H15 -0.565 -3.741 -4.775  0.215
H16 1.562 -1.775 2.045  0.205
H17 -1.536 3.328 2.717  0.207
H18 -2.352 -5.433 -5.018  0.214
H19 -0.406 2.881 -2.075  0.214
H20 -0.211 -1.756 2.017  0.231
H21 -5.332 -1.416 0.261  0.217
H22 -4.625 -1.434 -3.016  0.222
H23 -0.668 -2.093 -2.933  0.225
H24 -0.426 1.202 3.171  0.187
H25 -6.116 2.538 -2.496  0.213
H26 3.032 0.909 -0.854  0.122
H27 -2.754 -4.714 2.889  0.213
H28 -4.506 2.899 -0.644  0.219

Summary:
DFT total energy = -78513.65972 eV
Charge = 0
Spin multiplicity = 5
⟨S²⟩ = 6.116
HOMO-LUMO gap (alpha / beta) = 8.342 / 8.957 eV

=====

Below is 6 unconnected molecules or ions with the total composition C28H28F40NO5P2, with properties calculated with ωB97M-V/def2-TZVPD.

Last column: Mulliken charge in e.
Geometry (Å):
P1 3.929 1.104 -1.178  0.083
P2 2.064 1.160 -0.042  0.600
F1 -2.237 2.664 -4.488  -0.261
F2 -2.645 -9.326 2.111  -0.269
F3 1.411 -3.079 -1.239  -0.237
F4 -5.046 4.398 0.815  -0.339
F5 -5.158 2.833 -2.361  -0.237
F6 0.849 -8.490 3.362  -0.236
F7 7.034 3.891 3.451  -0.259
F8 0.642 -5.384 -1.247  -0.283
F9 -7.206 9.259 -6.835  -0.264
F10 -8.651 6.243 -3.555  -0.296
F11 -1.559 -8.519 -0.286  -0.286
F12 -10.278 4.869 -5.301  -0.280
F13 7.779 0.625 6.261  -0.278
F14 7.380 2.896 7.751  -0.321
F15 2.467 -1.581 -0.083  -0.104
F16 5.509 5.368 3.061  -0.296
F17 -6.650 4.061 -1.387  -0.250
F18 5.629 2.307 6.610  -0.269
F19 -0.173 -6.219 4.595  -0.252
F20 -1.709 -7.116 3.345  -0.192
F21 -3.054 1.657 -2.032  -0.270
F22 -8.856 6.066 -6.408  -0.218
F23 -4.932 7.861 -5.914  -0.292
F24 -0.913 1.936 -2.100  -0.297
F25 -8.402 8.286 -5.304  -0.210
F26 -0.336 -7.810 1.354  -0.247
F27 -1.881 -10.969 0.914  -0.326
F28 2.957 -4.418 -2.709  -0.199
F29 -6.495 6.579 -6.672  -0.281
F30 3.286 -3.470 1.738  -0.343
F31 7.370 1.687 4.420  -0.177
F32 0.572 -8.795 5.481  -0.295
F33 4.901 2.010 4.031  -0.218
F34 4.916 2.813 2.011  -0.218
F35 -8.345 4.093 -3.509  -0.325
F36 -3.318 4.202 -3.401  -0.164
F37 1.266 -7.386 -1.748  -0.262
F38 -4.152 5.152 -1.014  -0.249
F39 3.990 -3.867 -0.278  -0.285
F40 1.516 -5.550 -3.878  -0.254
O1 -6.145 6.734 -4.447  -0.424
O2 -2.111 3.384 -0.928  -0.425
O3 -0.870 -9.753 4.106  -0.393
O4 5.658 4.557 5.113  -0.402
O5 2.606 -6.181 -0.469  -0.378
N1 1.482 2.654 -0.073  -0.806
C1 2.407 -5.648 -2.861  0.100
C2 7.601 1.366 0.008  -0.271
C3 5.146 -0.202 -0.441  -0.166
C4 5.758 4.223 3.741  0.716
C5 -6.198 7.438 -5.675  0.739
C6 -6.642 5.388 -4.456  0.106
C7 -8.955 5.013 -5.572  0.066
C8 1.875 -2.810 -0.005  0.020
C9 -0.751 -8.930 0.725  0.165
C10 -7.139 8.648 -5.625  0.217
C11 7.781 1.859 5.694  0.083
C12 -0.954 -7.321 4.449  0.209
C13 -0.097 -8.586 4.322  0.725
C14 -3.232 3.203 -0.051  -0.783
C15 6.792 4.248 5.935  -0.674
C16 2.330 -5.289 0.618  -0.782
C17 -2.097 2.604 -2.110  0.717
C18 -8.163 5.207 -4.282  0.919
C19 -1.497 -9.884 1.653  0.812
C20 6.882 2.809 6.481  0.861
C21 -0.687 -10.421 2.850  -0.687
C22 2.873 -3.852 0.491  0.925
C23 -4.506 4.008 -0.378  0.884
C24 6.571 0.565 -0.240  -0.466
C25 -5.584 3.254 -1.152  0.089
C26 4.748 3.149 3.318  0.231
C27 1.722 -6.124 -1.575  0.805
C28 -2.193 3.452 -3.385  0.203
H1 -8.629 4.117 -6.107  0.285
H2 4.570 2.404 -1.028  0.237
H3 3.759 0.789 -2.569  0.224
H4 7.729 4.579 5.477  0.324
H5 -3.443 2.144 0.127  0.348
H6 0.119 -9.414 0.274  0.273
H7 8.245 2.252 0.371  0.345
H8 6.670 4.897 6.808  0.412
H9 1.274 -5.311 0.906  0.313
H10 1.021 -2.723 0.672  0.322
H11 -6.800 9.377 -4.887  0.236
H12 3.723 3.498 3.458  0.211
H13 -5.943 2.388 -0.592  0.340
H14 3.201 -6.336 -3.159  0.249
H15 2.256 0.683 1.313  0.158
H16 4.699 -0.532 0.577  0.262
H17 -6.179 4.931 -3.576  -0.356
H18 -1.054 -11.436 3.034  0.428
H19 8.815 2.212 5.678  0.268
H20 -1.625 -7.388 5.307  0.230
H21 -2.876 3.577 0.914  0.429
H22 0.372 -10.553 2.610  0.333
H23 1.135 0.284 -0.670  0.053
H24 0.568 2.681 -0.572  0.237
H25 -6.248 4.815 -5.301  0.390
H26 2.855 -5.738 1.468  0.443
H27 -1.339 4.126 -3.472  0.245
H28 5.290 -1.105 -1.168  0.476

Summary:
DFT total energy = -168481.17417 eV
Charge = +1
Spin multiplicity = 1
HOMO-LUMO gap = 8.604 eV

=====

Below is a molecular structure, C28H28FeN6O10, with properties calculated with ωB97M-V/def2-TZVPD.

Last column: Mulliken charge in e.
Geometry (Å):
Fe1 -0.205 -0.322 0.184  0.676
O1 -3.259 -3.328 -1.372  -0.521
O2 0.138 -2.403 -0.095  0.370
O3 1.653 -0.180 -0.330  -0.570
O4 -1.926 -0.851 -0.645  -0.834
O5 -0.551 -4.565 1.347  -0.607
O6 3.191 -0.484 -1.905  -0.695
O7 0.364 -6.393 0.688  -0.650
O8 4.856 -6.411 -0.730  -0.656
O9 5.792 -4.606 -1.442  -0.645
O10 -0.026 1.546 0.942  -0.697
N1 -0.853 -1.010 2.069  -0.385
N2 0.082 2.329 -1.216  -1.240
N3 -2.692 -1.656 3.353  0.580
N4 -0.433 1.075 -1.442  1.122
N5 0.339 -5.175 0.772  0.861
N6 4.864 -5.205 -0.924  1.045
C1 1.401 -4.413 0.130  -0.465
C2 0.252 2.456 0.075  0.481
C3 -2.659 0.565 2.332  -1.521
C4 0.768 3.755 0.585  0.342
C5 3.567 -3.103 -0.989  -0.554
C6 -3.225 -3.160 0.040  -0.557
C7 2.434 -0.919 -1.055  -0.150
C8 -1.400 -0.978 -4.261  -0.956
C9 1.704 6.184 1.572  -0.350
C10 -3.919 -0.866 5.377  -1.170
C11 -2.078 -2.127 -4.580  -0.613
C12 3.634 -4.464 -0.680  -0.503
C13 -1.952 -1.273 -1.882  1.002
C14 1.323 4.695 -0.279  -0.343
C15 -1.323 -0.546 -2.928  0.720
C16 -2.018 -0.765 2.587  1.427
C17 2.561 -5.123 -0.128  -0.362
C18 -0.999 -2.893 4.722  -1.228
C19 1.789 5.903 0.214  -0.634
C20 0.700 4.034 1.945  -0.250
C21 2.419 -2.399 -0.745  0.532
C22 -2.687 -2.868 -3.564  -0.671
C23 -2.103 -2.956 3.671  -0.490
C24 -0.639 0.696 -2.643  -0.598
C25 1.241 -3.028 -0.200  0.436
C26 -2.636 -2.474 -2.244  0.290
C27 1.159 5.246 2.437  -0.714
C28 -3.993 -1.360 3.938  -0.869
H1 -3.204 -3.792 -3.789  0.421
H2 -2.202 -3.185 0.407  0.206
H3 -1.937 1.235 1.874  -0.156
H4 -1.392 -2.652 5.710  0.342
H5 1.379 4.460 -1.332  0.459
H6 4.410 -2.593 -1.431  0.608
H7 -2.130 -2.475 -5.603  0.368
H8 1.098 5.458 3.497  0.375
H9 -0.557 -1.973 2.186  0.102
H10 -1.726 -3.409 2.756  -0.007
H11 -3.706 -2.231 0.351  0.218
H12 0.291 3.283 2.608  0.381
H13 -0.255 -2.140 4.463  0.241
H14 -3.781 -4.015 0.429  0.297
H15 -3.320 0.043 5.449  0.250
H16 -0.906 -0.391 -5.026  0.376
H17 2.620 -6.171 0.117  0.628
H18 -3.502 0.446 1.648  0.307
H19 -3.469 -1.614 6.029  0.283
H20 -4.579 -2.281 3.890  0.436
H21 -4.919 -0.648 5.757  0.419
H22 -2.918 -3.597 4.010  0.535
H23 -3.028 1.008 3.257  0.561
H24 -0.308 1.332 -3.464  0.314
H25 -0.491 -3.856 4.781  0.434
H26 2.071 7.129 1.955  0.367
H27 -4.513 -0.639 3.310  0.482
H28 2.223 6.627 -0.463  0.366

Summary:
DFT total energy = -93292.38157 eV
ΔE to the lowest compared entry with this formula, charge and spin = 0.601 eV
Charge = -1
Spin multiplicity = 6
⟨S²⟩ = 8.760
HOMO-LUMO gap (alpha / beta) = 7.091 / 7.198 eV

=====

Below is a molecular structure, C28H28ILiN2P, with properties calculated with ωB97M-V/def2-TZVPD.

Last column: natural (NBO) charge in e.
Geometry (Å):
I1 -1.650 1.894 1.658  0.149
P1 -0.427 -1.004 0.213  0.735
N1 1.954 2.297 0.325  -0.539
N2 3.408 4.054 -0.833  -0.400
C1 -3.935 -1.781 2.281  -0.089
C2 4.007 2.735 -1.006  -0.253
C3 0.368 -2.634 0.032  -0.385
C4 -2.647 0.240 2.501  -0.160
C5 -2.679 -2.513 -0.076  -0.149
C6 1.543 -4.423 1.151  -0.222
C7 2.436 3.298 1.307  -0.262
C8 1.570 -5.147 -0.031  -0.182
C9 0.659 -0.360 -2.273  -0.257
C10 1.176 3.006 -0.722  -0.266
C11 -4.209 -0.373 4.228  -0.206
C12 -3.823 -3.215 0.342  -0.213
C13 3.132 1.659 -0.312  -0.265
C14 -1.578 1.010 -3.170  -0.199
C15 -0.432 0.972 -3.951  -0.218
C16 0.685 0.278 -3.504  -0.150
C17 -2.166 -1.449 0.625  -0.359
C18 -1.610 0.362 -1.942  -0.209
C19 0.400 -3.369 -1.152  -0.204
C20 -4.564 -1.473 3.513  -0.143
C21 1.002 -4.618 -1.182  -0.201
C22 -4.395 -2.891 1.533  -0.131
C23 -3.270 0.523 3.683  -0.223
C24 -2.870 -0.976 1.784  0.011
C25 -0.490 -0.325 -1.479  -0.350
C26 3.311 4.360 0.590  -0.254
C27 2.072 4.058 -1.422  -0.255
C28 0.952 -3.168 1.179  -0.133
Li1 0.811 0.912 1.186  0.854
H1 -2.514 0.386 -1.347  0.228
H2 0.797 2.262 -1.426  0.223
H3 -4.681 -0.143 5.173  0.235
H4 0.939 -2.604 2.105  0.204
H5 1.026 -5.180 -2.107  0.227
H6 -0.413 1.470 -4.911  0.228
H7 -2.455 1.539 -3.520  0.229
H8 4.318 4.383 1.008  0.213
H9 -5.344 -2.135 3.869  0.226
H10 -2.157 -2.871 -0.954  0.224
H11 2.886 5.358 0.703  0.213
H12 5.013 2.753 -0.587  0.213
H13 -5.223 -3.467 1.925  0.226
H14 1.564 3.750 1.783  0.205
H15 4.098 2.534 -2.074  0.211
H16 2.036 -6.123 -0.058  0.228
H17 1.534 -0.905 -1.936  0.224
H18 -4.194 -4.042 -0.248  0.232
H19 1.653 5.060 -1.321  0.212
H20 1.987 -4.831 2.050  0.226
H21 2.766 0.920 -1.026  0.209
H22 -3.082 1.463 4.185  0.234
H23 2.163 3.845 -2.488  0.211
H24 1.576 0.227 -4.117  0.217
H25 -0.037 -2.967 -2.058  0.223
H26 3.001 2.771 2.080  0.204
H27 0.315 3.475 -0.241  0.198
H28 3.691 1.130 0.463  0.204

Summary:
DFT total energy = -50060.99827 eV
ΔE to the lowest compared entry with this formula, charge and spin = 0.000 eV
Charge = +1
Spin multiplicity = 1
HOMO-LUMO gap = 8.341 eV

=====

Below is a molecular structure, C28H28N5Ti, with properties calculated with ωB97M-V/def2-TZVPD.

Last column: natural (NBO) charge in e.
Geometry (Å):
Ti1 -0.880 -0.159 0.205  1.800
N1 -0.069 -1.592 1.095  -0.805
N2 -0.821 -1.516 -1.446  -0.536
N3 -2.786 -0.387 0.662  -0.587
N4 -1.532 1.487 -0.943  -0.606
N5 -0.201 0.986 1.856  -0.556
C1 0.163 -2.805 0.380  0.119
C2 0.311 -5.089 -1.220  -0.210
C3 0.124 -2.365 3.478  -0.235
C4 0.918 -3.892 0.786  -0.224
C5 0.168 -0.683 5.211  -0.199
C6 -1.955 -1.607 -2.396  -0.406
C7 -2.894 1.546 -0.795  0.164
C8 -1.032 2.137 2.291  -0.406
C9 0.979 -5.033 -0.009  -0.166
C10 -3.377 -1.294 1.429  0.102
C11 -0.390 -2.828 -0.907  0.077
C12 -0.348 -3.960 -1.692  -0.167
C13 -3.659 2.527 -1.420  -0.069
C14 -2.989 3.479 -2.211  -0.066
C15 -4.933 0.598 0.192  -0.075
C16 0.030 0.308 4.251  -0.224
C17 -5.534 -0.381 1.012  -0.081
C18 -4.759 -1.320 1.626  -0.224
C19 1.149 1.476 1.444  -0.420
C20 0.028 -1.380 2.505  0.099
C21 -5.086 2.541 -1.242  -0.152
C22 0.372 -0.929 -2.141  -0.427
C23 -5.694 1.619 -0.475  -0.155
C24 -1.629 3.422 -2.348  -0.237
C25 -0.935 2.406 -1.697  0.108
C26 -3.553 0.561 0.040  0.200
C27 0.196 -2.012 4.821  -0.162
C28 -0.059 -0.041 2.918  0.154
H1 -6.769 1.633 -0.345  0.250
H2 1.754 0.639 1.098  0.229
H3 -2.256 -0.602 -2.688  0.210
H4 0.122 -3.409 3.202  0.237
H5 1.465 -3.861 1.717  0.236
H6 1.049 2.224 0.657  0.212
H7 -0.013 1.345 4.558  0.230
H8 -1.089 4.142 -2.947  0.263
H9 -3.558 4.256 -2.709  0.254
H10 -1.204 2.790 1.439  0.212
H11 -2.722 -2.015 1.898  0.239
H12 1.557 -5.883 0.328  0.242
H13 0.244 -0.414 6.256  0.243
H14 -5.662 3.312 -1.739  0.248
H15 0.277 -2.791 5.567  0.241
H16 0.338 -5.988 -1.820  0.242
H17 -6.609 -0.378 1.150  0.251
H18 -2.786 -2.113 -1.911  0.228
H19 0.721 -1.601 -2.923  0.249
H20 -5.192 -2.080 2.261  0.261
H21 -1.980 1.770 2.675  0.225
H22 0.107 0.019 -2.607  0.218
H23 0.141 2.333 -1.790  0.222
H24 -0.536 2.720 3.066  0.221
H25 -1.682 -2.152 -3.298  0.221
H26 -0.797 -3.976 -2.677  0.223
H27 1.189 -0.796 -1.429  0.224
H28 1.660 1.935 2.289  0.240

Summary:
DFT total energy = -60045.12134 eV
Charge = +2
Spin multiplicity = 2
⟨S²⟩ = 0.760
HOMO-LUMO gap (alpha / beta) = 6.577 / 6.435 eV

=====

Question: Which value of charge does entry 2 give?
Answer: 0

=====

Question: The highest DFT total energy belongs to which entry?
Answer: C28H28ILiN2P